(1)
{
  "formula": "C4H10N2O2",
  "method": "wB97M-V/def2-TZVPD",
  "species": ["C", "H", "C", "H", "H", "N", "H", "N", "H", "O", "C", "H", "O", "H", "C", "H", "H", "H"],
  "coordinates": [[-2.173, -2.332, 0.886], [2.395, 0.743, 0.959], [2.125, 1.764, 0.742], [-0.407, -0.203, -1.085], [1.978, 0.396, -1.636], [-1.248, -0.579, -0.693], [1.687, 2.171, 1.637], [1.396, 1.217, -1.563], [-2.116, -2.124, 1.947], [-0.027, 2.287, -0.091], [-1.033, -1.646, 0.171], [0.693, 1.212, -2.289], [0.164, -1.816, 0.390], [-3.110, -1.782, 0.647], [0.998, 1.716, -0.368], [-2.097, -0.035, -0.706], [-2.290, -3.363, 0.479], [3.066, 2.373, 0.574]],
  "forces_ev_per_a": [[-1.18, 0.93, -1.54], [0.43, -0.44, 0.14], [0.17, -0.03, -0.70], [-0.06, 0.21, 0.20], [0.34, 0.25, 0.50], [-1.64, -1.19, 0.24], [-0.40, 0.10, 0.19], [-0.83, -0.67, -1.25], [0.60, -0.94, 0.27], [-0.91, -0.33, -1.13], [1.95, 2.48, -0.11], [-0.10, 0.22, -0.01], [-0.56, -1.57, 0.38], [0.40, -0.44, -0.31], [2.60, 1.77, 2.77], [0.15, -0.16, -0.12], [0.23, 0.60, 1.03], [-1.20, -0.78, -0.54]],
  "homo_ev": -9.64,
  "total_charge": 0
}

---

(2)
{
  "formula": "C4H10N2O2",
  "method": "wB97M-V/def2-TZVPD",
  "species": ["H", "H", "N", "O", "H", "H", "N", "O", "C", "C", "H", "H", "H", "H", "C", "H", "C", "H"],
  "coordinates": [[-0.902, 2.534, 0.543], [-2.258, 1.268, 0.772], [0.853, -2.223, -1.684], [0.813, 2.559, 1.454], [0.758, 0.420, -1.377], [1.650, 2.078, 1.388], [0.241, -0.159, -0.739], [-0.039, -2.097, 0.404], [0.064, 2.038, 0.358], [0.318, -1.530, -0.609], [1.022, -3.171, -1.403], [0.059, 0.016, 1.318], [1.146, -1.782, -2.534], [-2.277, 0.385, -0.649], [-0.336, 0.536, 0.467], [-2.285, -0.455, 0.918], [-1.852, 0.335, 0.354], [0.422, 2.430, -0.593]],
  "forces_ev_per_a": [[0.34, 0.19, -0.56], [-0.37, -0.36, 0.36], [-0.69, 0.38, 1.31], [0.91, -0.98, -0.66], [0.16, -0.51, -0.20], [0.13, 0.36, 0.51], [-0.22, -0.14, 1.40], [-0.17, -0.25, 0.04], [-2.35, 0.63, 1.79], [0.94, 0.70, -1.15], [0.28, -0.23, -0.74], [0.18, 0.22, 0.69], [0.14, -0.26, -0.02], [0.57, -0.48, -0.21], [0.28, -0.31, -3.19], [0.03, -0.92, 0.26], [-0.48, 2.49, 0.65], [0.31, -0.54, -0.27]],
  "homo_ev": -9.59,
  "total_charge": 0
}

---

(3)
{
  "formula": "C4H10N2O2",
  "method": "wB97M-V/def2-TZVPD",
  "species": ["H", "C", "O", "H", "H", "H", "C", "H", "N", "H", "C", "H", "H", "H", "O", "H", "C", "N"],
  "coordinates": [[1.784, -0.676, 0.041], [0.776, 0.670, 1.868], [1.009, 1.195, 0.577], [1.668, 0.223, 2.318], [2.058, 1.795, -1.764], [0.418, 1.497, 2.479], [-2.350, -0.587, 0.129], [-1.977, -1.446, 1.764], [-1.014, -0.835, -1.707], [-1.605, -0.176, -2.213], [2.160, 0.771, -1.451], [2.607, 0.082, -2.142], [0.018, -0.117, 1.789], [-0.044, -0.615, -1.909], [-2.741, -1.039, 1.333], [-3.185, -0.185, -0.448], [1.627, 0.337, -0.315], [-1.210, -0.895, -0.351]],
  "forces_ev_per_a": [[-0.31, -0.09, -0.04], [-0.29, -0.46, -0.10], [0.65, -0.36, -0.92], [0.10, 0.22, -0.07], [-0.02, 0.24, 0.02], [0.01, -0.12, 0.00], [0.60, -1.08, -1.39], [-0.03, -0.08, -0.09], [0.22, 0.42, -0.87], [-0.05, -0.03, 0.25], [-0.58, -0.06, 0.01], [0.22, -0.22, 0.00], [-0.02, 0.14, 0.21], [-0.15, 0.03, 0.18], [0.04, 0.56, 0.81], [0.12, 0.14, 0.08], [0.43, 0.79, 0.95], [-0.94, -0.03, 0.97]],
  "homo_ev": -8.35,
  "total_charge": 0
}

---

(4)
{
  "formula": "C4H10N2O2",
  "method": "wB97M-V/def2-TZVPD",
  "species": ["H", "H", "H", "O", "H", "N", "C", "H", "N", "C", "H", "H", "C", "H", "H", "O", "H", "C"],
  "coordinates": [[1.535, 2.072, -1.027], [-2.366, -1.257, -0.527], [-0.354, -0.794, -1.582], [-0.591, -1.292, 1.654], [1.973, -1.095, -0.345], [-2.058, -0.298, -0.424], [1.514, -1.631, 0.484], [1.159, -2.606, 0.154], [-0.545, 2.133, 0.064], [-0.698, -0.154, -0.781], [2.261, -1.760, 1.267], [0.722, 0.254, 1.253], [0.361, -0.831, 1.037], [-0.321, 3.069, -0.247], [-1.472, 1.944, 0.427], [1.139, 1.242, -1.318], [-2.227, -0.048, 0.547], [-0.031, 1.054, -0.635]],
  "forces_ev_per_a": [[0.17, -0.14, 0.05], [0.12, 0.07, 0.08], [0.27, -0.14, 0.28], [0.09, -0.07, -0.20], [0.09, -0.04, -0.02], [-0.15, 0.34, 0.12], [-0.49, -0.21, -0.56], [0.11, -0.11, -0.02], [0.45, -1.00, 0.26], [0.55, 1.94, -0.87], [-0.05, 0.01, 0.12], [-0.45, -1.30, 0.16], [1.28, 1.43, 1.83], [-0.28, -0.28, 0.06], [0.19, 0.57, -0.21], [-0.42, 0.09, 0.67], [0.12, -0.33, -0.01], [-1.61, -0.84, -1.73]],
  "homo_ev": -7.38,
  "total_charge": 0
}

---

(5)
{
  "formula": "C4H10N2O2",
  "method": "wB97M-V/def2-TZVPD",
  "species": ["N", "H", "C", "C", "H", "H", "O", "H", "N", "H", "H", "H", "H", "H", "C", "O", "C", "H"],
  "coordinates": [[-0.663, 0.118, -0.402], [1.940, 0.585, 1.098], [-0.197, -2.300, 0.128], [2.630, 0.174, 0.351], [1.291, 0.252, -1.160], [-2.212, 2.170, -0.880], [-0.054, 0.897, -1.295], [0.575, -2.772, 0.716], [-2.642, 1.522, -0.227], [3.277, -0.558, 0.835], [3.241, 0.999, -0.030], [-0.970, -2.931, -0.291], [-2.068, 0.074, 1.157], [-1.048, 1.546, 1.074], [-1.633, 0.825, 0.496], [1.941, -0.466, -0.705], [-0.168, -1.025, -0.120], [-3.240, 0.892, -0.749]],
  "forces_ev_per_a": [[1.55, -0.28, 0.23], [0.01, 0.00, 0.06], [0.11, 0.02, 0.06], [-0.05, 0.09, -0.25], [1.04, -1.15, 0.73], [-0.05, -0.06, 0.05], [-0.76, 0.13, -0.14], [0.07, 0.04, 0.04], [0.06, -0.06, -0.11], [0.00, 0.05, 0.00], [0.07, -0.02, 0.11], [-0.02, 0.07, -0.12], [0.08, 0.03, -0.07], [0.04, -0.16, -0.10], [-0.17, 0.11, 0.09], [-0.47, 1.12, -0.59], [-1.57, 0.02, -0.05], [0.04, 0.04, 0.03]],
  "homo_ev": -8.78,
  "total_charge": 0
}

---

(6)
{
  "formula": "C4H10N2O2",
  "method": "wB97M-V/def2-TZVPD",
  "species": ["N", "H", "H", "N", "H", "C", "C", "H", "O", "C", "O", "H", "H", "H", "C", "H", "H", "H"],
  "coordinates": [[-0.918, -1.025, -1.380], [0.754, 0.669, -2.458], [0.324, -2.186, 0.356], [1.161, -1.632, 0.242], [1.845, -1.807, 0.967], [0.878, -0.275, 0.069], [-0.617, 0.823, 2.053], [-0.157, 0.804, 3.029], [2.024, 0.475, 0.016], [-1.599, 1.299, 1.429], [0.202, 1.105, -1.795], [1.799, 1.304, -0.435], [-2.545, 1.796, 1.519], [-0.996, 0.687, -0.202], [-0.234, 0.107, -0.849], [0.228, 0.213, 1.261], [-0.350, -1.583, -2.007], [-1.796, -0.773, -1.815]],
  "forces_ev_per_a": [[0.09, 0.02, 0.03], [-0.02, 0.02, 0.06], [0.04, 0.04, 0.00], [0.05, -0.08, -0.04], [-0.09, 0.04, -0.02], [-0.53, 0.51, 0.71], [-0.81, 0.69, -0.28], [0.14, -0.21, -0.08], [-0.05, -0.03, -0.11], [0.57, -0.50, 0.49], [-0.04, -0.18, 0.11], [-0.02, -0.09, 0.01], [0.04, 0.07, -0.12], [0.20, -0.16, -0.17], [-0.05, 0.22, 0.06], [0.45, -0.39, -0.68], [-0.04, 0.03, 0.03], [0.07, 0.00, 0.00]],
  "homo_ev": [-7.24, -7.24],
  "total_charge": 0
}

---

(7)
{
  "formula": "C4H10N2O2",
  "method": "wB97M-V/def2-TZVPD",
  "species": ["C", "H", "H", "N", "H", "H", "H", "N", "H", "H", "H", "H", "C", "C", "C", "O", "O", "H"],
  "coordinates": [[-0.361, 0.133, -0.632], [3.259, 0.230, 1.687], [-1.761, 1.057, 0.590], [-0.838, 1.219, 0.042], [3.752, 0.217, -0.089], [-2.094, -0.651, -1.699], [-1.882, -1.302, -0.173], [1.841, 0.957, 0.306], [0.003, 0.523, -1.595], [-0.707, -1.782, -1.437], [-3.543, 0.562, 1.600], [0.834, -0.865, 0.922], [-1.294, -0.974, -1.038], [2.996, 0.506, 0.653], [1.157, -0.364, -0.018], [1.637, -1.229, -0.759], [-2.903, 0.141, 1.004], [-0.096, 1.622, 0.635]],
  "forces_ev_per_a": [[-3.67, 2.20, -2.72], [0.16, 0.95, 0.18], [-1.08, -1.05, 0.15], [1.07, -1.45, 1.60], [0.00, -0.17, 0.01], [0.28, 0.38, -0.37], [0.26, -0.14, 0.07], [0.20, -1.73, 1.75], [1.47, -0.16, 0.44], [0.04, -0.23, -0.41], [0.37, -0.26, -0.10], [-0.94, 1.01, 0.26], [-0.41, -0.38, 1.67], [0.15, 0.41, -0.64], [1.63, -1.58, -0.59], [0.21, 0.40, -0.32], [0.18, 0.87, 0.02], [0.07, 0.93, -0.99]],
  "homo_ev": -8.15,
  "total_charge": 0
}

---

(8)
{
  "formula": "C4H10N2O2",
  "method": "wB97M-V/def2-TZVPD",
  "species": ["O", "N", "C", "C", "H", "H", "H", "C", "H", "H", "N", "C", "H", "H", "H", "H", "O", "H"],
  "coordinates": [[0.823, 0.771, 1.020], [-0.201, 1.991, -0.641], [0.713, 0.998, -0.428], [-2.262, -0.688, -0.524], [2.635, -0.175, 0.705], [1.855, -0.421, 2.305], [2.647, 1.121, 1.923], [-0.186, -1.778, -0.383], [-2.483, 0.005, 0.289], [-2.707, -1.656, -0.273], [-0.838, -0.751, -0.712], [2.062, 0.294, 1.506], [0.871, -1.793, -0.601], [-0.335, 2.221, -1.613], [-0.650, -2.716, -0.059], [-0.853, 2.152, 0.109], [1.609, 0.723, -1.185], [-2.701, -0.299, -1.439]],
  "forces_ev_per_a": [[-1.05, 0.31, -2.11], [0.39, -0.74, 0.42], [2.13, 1.95, 2.25], [-0.01, -0.24, 0.13], [0.00, -0.03, 0.09], [0.01, -0.02, -0.11], [-0.06, -0.02, -0.09], [-0.64, -0.17, -0.92], [-0.02, 0.10, -0.04], [-0.06, -0.05, -0.04], [0.31, -0.62, 0.36], [0.12, -0.08, -0.25], [0.36, 0.09, 0.24], [-0.46, 0.05, 0.32], [-0.08, 0.09, 0.25], [-0.19, 0.19, -0.50], [-0.55, -0.83, 0.03], [-0.19, 0.03, -0.02]],
  "homo_ev": -9.62,
  "total_charge": 0
}

---

(9)
{
  "formula": "C4H10N2O2",
  "method": "wB97M-V/def2-TZVPD",
  "species": ["H", "N", "C", "C", "H", "O", "C", "H", "O", "H", "C", "H", "H", "H", "N", "H", "H", "H"],
  "coordinates": [[-0.064, -2.814, -2.334], [-0.305, 1.965, -0.286], [0.997, -1.772, -0.877], [0.639, -3.063, -1.541], [-2.402, 2.609, 2.167], [0.768, -0.722, -1.471], [-1.542, 2.921, 1.588], [-0.702, 3.424, 2.074], [-1.039, 0.613, 1.345], [-1.910, 3.684, 0.892], [-0.964, 1.743, 0.876], [-0.067, 1.174, -0.842], [1.880, -0.903, 0.748], [-0.208, 2.821, -0.795], [1.571, -1.760, 0.337], [1.819, -2.526, 0.951], [-0.005, -3.780, -1.011], [1.534, -3.615, -1.821]],
  "forces_ev_per_a": [[0.78, 0.14, -0.63], [0.12, 0.24, -0.45], [-0.55, 0.73, -0.21], [-1.04, -0.92, 0.17], [0.38, 0.01, 0.65], [0.17, -0.10, 0.16], [0.03, 0.93, -1.01], [-0.39, -0.18, 0.74], [-0.07, 0.39, -0.13], [0.03, -0.21, -0.15], [-0.01, -0.84, 0.00], [0.42, -0.98, -0.07], [-0.30, 0.67, -0.35], [-0.40, 0.51, 0.46], [0.85, -0.47, 1.27], [-0.48, -0.37, -0.84], [0.54, 0.33, 0.84], [-0.07, 0.12, -0.46]],
  "homo_ev": -9.40,
  "total_charge": 0
}

---

(10)
{
  "formula": "C4H10N2O2",
  "method": "wB97M-V/def2-TZVPD",
  "species": ["H", "H", "H", "H", "C", "H", "O", "C", "H", "C", "H", "N", "H", "O", "N", "H", "C", "H"],
  "coordinates": [[-2.446, -1.660, 1.423], [0.884, 1.340, 1.641], [3.245, -0.646, -0.563], [1.337, 0.326, -1.706], [-0.728, 1.673, -0.760], [-1.448, 1.030, -1.272], [0.096, 0.840, 1.347], [2.411, -0.251, 0.005], [2.429, -0.419, 1.076], [1.289, 0.140, -0.634], [-1.275, 2.330, -0.078], [0.223, 0.840, -0.042], [-0.890, -0.983, 1.673], [-2.082, -1.999, -1.032], [-1.479, -1.607, 1.131], [-0.216, 2.289, -1.505], [-1.244, -1.680, -0.208], [-0.105, -1.564, -0.496]],
  "forces_ev_per_a": [[0.04, 0.01, -0.15], [-0.32, -0.15, 0.20], [-0.20, 0.04, 0.01], [-0.36, -0.39, 0.07], [0.05, -0.49, -0.26], [-0.17, 0.17, -0.07], [0.92, 0.26, -0.30], [-0.71, -0.91, -0.09], [0.05, 0.23, -0.01], [0.56, 2.69, 0.90], [0.30, -0.25, 0.06], [0.21, -0.67, -0.58], [-0.06, -0.29, -0.16], [0.38, 0.37, 0.31], [0.15, 0.46, 0.18], [-0.01, 0.00, 0.10], [1.31, -0.88, -0.83], [-2.15, -0.21, 0.62]],
  "homo_ev": -8.32,
  "total_charge": 0
}

---

(11)
{
  "formula": "C4H10N2O2",
  "method": "wB97M-V/def2-TZVPD",
  "species": ["C", "H", "O", "H", "N", "H", "H", "C", "H", "N", "C", "C", "H", "H", "O", "H", "H", "H"],
  "coordinates": [[0.396, -0.800, 1.923], [-0.553, -0.863, 1.402], [0.457, 1.511, 2.516], [1.131, -1.546, 1.621], [-0.189, 0.946, -1.896], [0.601, 1.117, -2.500], [2.659, 1.605, 1.670], [-0.703, -0.324, -2.120], [-2.203, -1.576, -1.162], [2.282, 0.695, 1.531], [1.002, 0.556, 1.990], [-2.031, -0.551, -1.472], [-2.459, 0.211, -0.835], [0.196, -1.277, 2.891], [-0.254, -0.928, -3.071], [-0.288, 1.573, -1.120], [2.709, 0.035, 0.906], [-2.752, -0.383, -2.275]],
  "forces_ev_per_a": [[0.30, -1.71, 0.52], [0.15, 0.16, -0.41], [-0.31, -0.16, -0.15], [-0.09, 0.09, -1.07], [0.76, -0.43, -0.25], [0.06, 0.18, 0.11], [0.39, 0.43, -0.20], [-0.33, 2.69, -0.78], [0.10, 0.02, 0.35], [-0.52, -0.68, -0.06], [0.20, 0.77, 0.78], [-1.16, -0.53, -0.71], [0.88, 0.03, 1.04], [-0.21, 1.04, 0.43], [-0.05, -1.12, 0.61], [-0.40, -0.36, 0.31], [0.07, 0.04, 0.07], [0.18, -0.46, -0.61]],
  "homo_ev": -10.03,
  "total_charge": 0
}

---

(12)
{
  "formula": "C4H10N2O2",
  "method": "wB97M-V/def2-TZVPD",
  "species": ["C", "C", "H", "H", "H", "N", "O", "H", "C", "H", "H", "H", "C", "H", "H", "H", "O", "N"],
  "coordinates": [[1.544, 1.448, 0.333], [-0.342, -1.369, -1.429], [1.012, -2.999, -1.513], [-1.294, 1.925, 2.116], [-1.535, 0.121, -0.301], [0.124, -2.669, -1.166], [0.036, -0.696, -2.352], [-1.452, -1.437, 0.441], [0.364, 1.208, 1.162], [1.908, 2.424, -0.017], [2.553, 1.053, 0.559], [1.427, 0.824, -0.555], [-1.471, -0.930, -0.520], [-2.371, -1.348, -1.000], [-0.345, 3.053, 1.178], [0.151, -2.860, -0.170], [0.102, 0.053, 1.508], [-0.411, 2.200, 1.724]],
  "forces_ev_per_a": [[2.48, 0.40, -2.38], [0.25, -0.42, 0.57], [-0.03, 0.56, -0.85], [-0.05, -0.09, -0.07], [-0.01, 0.28, -0.57], [0.01, 0.34, 1.11], [0.36, 0.20, -0.51], [0.25, -0.02, 0.06], [-0.85, -1.99, 3.16], [-1.22, 0.31, 0.20], [-0.88, -0.37, 1.49], [-0.58, 0.27, -0.40], [-0.64, -1.63, 0.03], [0.03, 0.60, -0.03], [-0.52, 0.18, 0.57], [-0.54, -0.04, -0.06], [0.50, 0.50, -0.51], [1.44, 0.92, -1.82]],
  "homo_ev": -9.66,
  "total_charge": 0
}

---

For each record above, in turn, the calculated ΔE to the lowest compared entry with this formula, charge and spin values are 114.4; 159.8; 405.2; 324.7; 587.7; 575.9; 1035.6; 250.8; 61.2; 408.3; 105.5; 116.9 kJ/mol.